Formula: C22H13Cl2N3O2
Source: the OMol25 dataset
Level of theory: the ωB97M-V functional and the def2-TZVPD basis

XYZ file:
```
42
Properties=species:S:1:pos:R:3:forces:R:3:lowdin_charge:R:1
N 0.851 4.909 -0.365 -1.2 -1.8 1.5 0.22
C 0.291 4.123 0.297 1.4 2.0 -1.6 -0.13
C -0.417 3.179 1.093 1.1 -0.9 0.7 -0.07
C 0.224 2.379 2.000 -0.7 1.5 -0.7 -0.06
C 1.601 2.553 2.282 3.0 0.5 0.7 -0.12
N 2.722 2.743 2.560 -2.5 -0.3 -0.6 0.27
C -0.527 1.514 2.933 0.5 -1.1 1.5 -0.34
O 0.056 0.956 3.861 -1.2 0.9 -1.7 0.13
C -1.998 1.412 2.692 -0.4 0.6 -0.6 -0.60
Cl -2.854 0.376 3.729 0.1 -0.1 0.0 0.79
C -2.621 2.138 1.719 0.5 -0.6 0.6 -0.60
Cl -4.282 1.997 1.407 0.0 0.1 0.0 0.79
C -1.868 3.086 0.844 -1.2 0.7 -1.2 -0.34
O -2.392 3.754 -0.043 0.8 -1.2 1.6 0.13
C 6.859 0.952 3.917 -0.3 0.0 -0.4 -0.09
C 7.162 1.487 2.655 -0.2 -0.1 0.1 -0.09
C 6.251 1.360 1.600 -0.1 -0.2 0.4 -0.04
C 5.028 0.712 1.810 0.2 0.0 0.1 -0.26
C 4.027 0.597 0.690 -0.4 -0.4 -0.5 -0.19
N 4.175 -0.690 -0.027 0.5 0.0 -0.2 0.07
C 3.563 -0.955 -1.100 -0.7 0.6 -0.1 -0.14
C 3.795 -2.163 -1.931 0.3 -0.6 0.1 -0.21
C 2.981 -2.431 -3.052 0.4 0.1 0.6 -0.05
C 3.186 -3.580 -3.810 0.3 -0.3 0.1 -0.09
C 4.218 -4.473 -3.470 -0.1 0.4 0.2 -0.09
C 5.044 -4.203 -2.366 -0.3 0.3 -0.1 -0.08
C 4.837 -3.048 -1.596 -0.3 -0.3 -0.5 -0.03
C 4.725 0.170 3.062 0.5 0.2 0.0 -0.06
C 5.644 0.280 4.111 0.0 0.1 -0.2 -0.08
H 7.560 1.069 4.746 -0.2 -0.1 -0.3 0.10
H 8.106 2.011 2.495 -0.3 -0.2 0.1 0.10
H 6.474 1.759 0.606 0.0 -0.1 0.4 0.11
H 3.012 0.668 1.115 0.3 -0.1 -0.2 0.09
H 4.160 1.451 0.002 -0.1 -0.3 0.1 0.12
H 2.763 -0.304 -1.526 0.4 0.0 0.2 0.12
H 2.187 -1.723 -3.298 0.2 -0.2 0.0 0.11
H 2.542 -3.789 -4.667 0.2 0.1 0.2 0.10
H 4.375 -5.375 -4.065 0.0 0.3 0.2 0.10
H 5.848 -4.894 -2.104 -0.2 0.2 -0.1 0.10
H 5.467 -2.819 -0.734 -0.2 -0.1 -0.3 0.11
H 3.761 -0.327 3.197 0.3 0.1 0.1 0.11
H 5.398 -0.148 5.084 0.1 0.2 -0.2 0.10
```
Positions in Å, forces in eV/Å.

The value obtained for the HOMO energy is -8.96 eV. As for the frontier orbital gap: 0.20250 Eh. Its SMILES is N#CC1=C(C#N)C(=O)C(Cl)=C(Cl)C1=O.C(=N\Cc1ccccc1)/c1ccccc1.

Formula: C4H7NO
Source: the OMol25 dataset
Level of theory: the ωB97M-V functional and the def2-TZVPD basis

XYZ file:
```
13
Properties=species:S:1:pos:R:3:forces:R:3:lowdin_charge:R:1
C 0.519 -0.755 1.596 0.1 -0.1 0.1 -0.03
N 0.062 -0.199 0.350 -0.2 0.0 0.1 -0.11
C 0.738 0.254 -0.863 0.2 0.0 -0.1 -0.13
C -0.653 0.686 -1.394 -0.1 0.1 -0.1 -0.04
C -1.187 0.188 -0.041 -0.2 0.0 0.1 -0.47
O -2.256 0.137 0.520 0.3 0.0 -0.2 0.07
H 0.555 0.001 2.390 0.0 -0.1 -0.1 0.09
H -0.161 -1.553 1.908 0.1 0.1 0.0 0.09
H 1.518 -1.177 1.464 -0.1 0.1 0.0 0.09
H 1.236 -0.551 -1.416 -0.1 0.1 0.1 0.11
H 1.444 1.078 -0.704 -0.1 -0.1 0.0 0.11
H -0.784 1.759 -1.552 0.0 -0.2 0.0 0.11
H -1.030 0.133 -2.257 0.1 0.1 0.1 0.11
```
Positions in Å, forces in eV/Å.

The value obtained for the HOMO energy is -9.36 eV. As for the frontier orbital gap: 0.37610 Eh. Its SMILES is CN1CCC1=O.

Formula: C2H68CoO33
Source: the OMol25 dataset
Level of theory: the ωB97M-V functional and the def2-TZVPD basis

XYZ file:
```
104
Properties=species:S:1:pos:R:3:forces:R:3:lowdin_charge:R:1
Co 11.646 12.167 9.419 0.2 0.0 0.4 0.82
C 11.479 14.807 8.546 0.8 -0.3 -0.2 -0.21
O 10.696 13.831 9.164 -0.8 -0.6 0.5 -0.44
H 12.546 14.718 8.839 -0.3 -0.2 -0.5 0.08
H 11.324 14.702 7.468 0.5 0.4 -0.1 0.08
H 11.221 15.804 8.857 -0.5 0.6 0.1 0.07
C 11.932 9.764 10.822 0.7 1.8 0.0 -0.20
O 10.922 10.498 10.122 0.4 -0.2 0.5 -0.40
H 12.512 9.103 10.184 0.1 -0.1 -0.3 0.07
H 12.668 10.448 11.354 -0.7 -0.5 -0.8 0.07
H 11.581 9.158 11.630 -1.0 -0.4 0.3 0.05
O 17.308 10.986 12.925 -0.4 0.2 -0.1 -0.08
H 16.510 11.118 12.364 0.3 0.1 0.4 0.02
H 17.610 10.144 12.562 0.2 -0.1 0.1 0.01
O 10.364 14.187 11.772 0.2 0.5 -0.7 -0.08
H 9.659 13.604 12.067 -0.2 -0.2 0.0 0.01
H 10.278 14.319 10.770 0.4 -0.7 1.0 0.03
O 11.229 6.939 8.902 -0.5 -0.1 -0.2 -0.09
H 10.960 6.006 9.044 0.3 0.0 0.2 0.03
H 10.404 7.351 8.557 0.1 0.2 0.2 0.02
O 13.567 12.736 10.245 0.2 -1.7 -1.5 -0.06
H 14.077 11.889 10.218 -0.1 0.7 0.0 0.07
H 13.665 13.013 11.164 -0.3 0.4 0.8 0.00
O 8.672 8.526 14.406 0.3 -0.1 -0.4 -0.06
H 8.705 8.654 13.435 -0.2 0.2 0.4 0.04
H 8.962 9.381 14.769 0.2 0.0 -0.3 0.01
O 11.483 7.054 5.485 -1.1 0.9 0.2 -0.06
H 10.773 7.703 5.263 0.9 -0.6 -0.2 0.07
H 11.180 6.801 6.369 0.2 -0.3 0.0 0.02
O 15.381 10.956 15.090 0.1 0.2 0.3 -0.05
H 15.595 11.547 15.813 -0.2 0.1 0.3 0.05
H 16.207 10.952 14.587 0.2 -0.3 -0.7 0.01
O 12.251 6.704 11.694 -0.2 -0.4 1.9 -0.08
H 11.663 6.863 12.498 0.7 -0.4 -1.4 0.04
H 11.771 6.867 10.886 -0.5 0.3 -0.6 0.00
O 10.898 6.719 14.170 0.4 -0.6 0.0 -0.07
H 10.215 7.368 14.438 0.1 -0.1 0.5 0.03
H 11.424 6.337 14.909 -0.9 0.8 -0.6 0.10
O 10.307 11.908 5.766 -0.6 0.0 1.2 -0.08
H 10.735 12.375 5.076 0.9 0.5 -1.4 0.03
H 9.735 12.647 6.150 0.2 -0.8 -0.1 0.00
O 6.865 11.755 15.191 -0.4 -0.8 -1.0 -0.03
H 7.317 12.211 15.882 0.5 0.6 0.8 0.04
H 7.340 10.911 15.138 -0.3 0.1 0.1 0.04
O 12.694 10.896 14.323 0.0 -0.3 0.1 -0.06
H 13.452 10.664 14.877 0.0 -0.3 0.5 0.02
H 13.220 11.278 13.619 -0.3 0.6 -0.7 0.01
O 15.228 6.373 8.023 -0.9 -2.6 -0.4 -0.06
H 15.038 5.574 7.467 0.3 1.3 0.7 0.09
H 15.590 7.046 7.467 0.4 0.9 -0.3 0.02
O 7.871 12.289 12.573 1.0 -1.4 1.9 -0.06
H 7.433 12.804 11.921 -1.2 1.2 -0.8 -0.01
H 7.368 12.191 13.427 0.0 0.4 -1.0 0.05
O 8.909 13.729 6.955 -1.1 -0.1 -0.1 -0.06
H 9.424 13.577 7.767 0.2 0.2 0.6 0.00
H 8.090 13.210 7.088 0.7 0.4 -0.1 0.07
O 9.149 5.107 12.399 1.2 0.5 -1.2 -0.05
H 9.661 5.576 13.092 -1.0 -0.6 0.2 0.03
H 8.344 4.637 12.594 0.0 0.2 1.0 0.05
O 8.839 11.128 8.187 -1.0 -0.5 1.4 -0.06
H 9.500 10.625 8.691 0.9 0.0 -0.1 0.00
H 8.133 11.012 8.866 0.2 0.3 -0.8 0.07
O 9.032 8.038 7.736 0.5 -1.8 0.3 -0.02
H 9.154 8.861 7.304 -0.4 1.5 -0.3 0.03
H 8.251 8.021 8.300 -0.4 0.5 0.1 0.03
O 8.601 9.785 11.426 -1.0 0.9 0.7 -0.09
H 9.453 10.005 11.004 0.4 0.4 -0.2 0.00
H 8.203 10.657 11.753 0.9 -1.4 -0.4 0.05
O 12.987 13.295 12.627 0.1 1.2 1.3 -0.06
H 13.262 13.918 13.344 -0.2 -0.9 -0.8 0.10
H 12.126 13.664 12.336 -0.3 -0.1 -0.1 0.03
O 6.981 7.987 10.023 -0.2 0.7 -0.8 -0.03
H 7.136 7.072 10.144 -0.1 -1.8 0.1 0.02
H 7.689 8.362 10.544 0.5 1.1 0.6 -0.01
O 15.263 10.245 11.306 -1.2 0.1 0.3 -0.10
H 14.679 9.636 11.884 1.1 0.4 -0.8 0.04
H 16.083 9.815 11.033 -0.1 -0.3 0.3 0.00
O 7.159 13.999 10.408 1.2 0.4 0.2 -0.03
H 7.029 13.318 9.751 -0.1 -0.2 -0.4 0.04
H 8.090 14.296 10.253 -1.0 -0.2 0.1 0.06
O 15.709 6.971 10.587 -0.3 -0.1 -0.2 -0.07
H 15.532 6.519 11.420 -0.3 -0.1 -0.5 0.06
H 15.149 6.646 9.831 0.8 0.1 0.8 0.05
O 17.719 8.750 10.933 0.1 1.3 0.5 -0.02
H 18.613 8.459 10.919 1.4 0.1 0.0 0.05
H 17.256 7.969 10.687 -1.4 -1.4 -0.4 -0.01
O 13.008 8.506 7.627 0.1 1.0 -0.2 -0.06
H 12.997 8.195 6.718 0.0 -0.1 -0.3 0.05
H 12.354 7.948 8.075 0.0 -0.4 0.4 0.00
O 13.679 8.661 12.800 0.1 -0.3 0.3 -0.09
H 13.472 7.783 12.389 -0.3 1.0 0.1 0.03
H 12.841 9.085 13.080 0.7 -0.5 0.0 0.03
O 12.367 11.449 7.640 1.7 0.1 1.7 -0.03
H 11.658 11.604 7.038 -1.4 -0.3 -1.7 0.00
H 12.670 10.518 7.678 -0.5 0.0 -0.4 0.06
O 9.588 11.290 14.866 2.0 -1.0 0.8 -0.04
H 9.225 11.934 14.301 -1.0 1.3 -1.3 -0.01
H 10.548 11.364 14.643 -0.5 -0.5 0.4 0.05
O 10.537 4.536 9.947 -0.2 -0.1 -0.8 -0.03
H 11.357 4.129 10.186 1.0 -0.5 -0.1 0.05
H 10.186 4.740 10.810 -0.9 0.4 0.9 0.00
O 15.645 8.966 8.461 -0.3 0.5 0.3 -0.08
H 14.693 9.047 8.238 0.5 -0.3 0.3 0.01
H 15.682 9.003 9.437 -0.2 -0.1 -0.9 0.00
```
Positions in Å, forces in eV/Å.

The value obtained for the HOMO energy (alpha / beta) is -9.36 / -9.02 eV. As for the spin multiplicity: 4. As for the frontier orbital gap (alpha / beta): 0.34485 / 0.33242 Eh.